[1]
# C28H48BrN3P2PdS

A structure of composition C28H48BrN3P2PdS in a non-equilibrium geometry (the ωB97M-V functional and the def2-TZVPD basis, OMol25).

Structure (XYZ):
```
84
Properties=species:S:1:pos:R:3:forces:R:3:lowdin_charge:R:1
N -6.922 5.060 -4.666 0.07 -0.68 -0.84 0.073
C -6.539 5.550 -3.507 0.15 0.51 1.08 -0.148
C -5.493 5.068 -2.727 1.27 -1.73 -1.14 0.009
C -4.707 3.953 -3.230 -1.14 0.74 -0.80 -0.177
C -5.156 3.413 -4.466 -0.69 1.10 0.26 -0.003
C -6.259 4.009 -5.139 1.19 -0.44 1.03 -0.108
C -3.561 3.350 -2.507 -0.92 0.48 0.38 -0.005
Pd 1.318 1.341 -0.167 -1.01 -0.29 1.01 0.452
P 4.539 -0.679 0.024 0.02 -0.17 -1.35 1.179
C -2.819 2.309 -2.955 -0.33 0.11 -0.74 -0.042
C -1.970 1.494 -2.124 -1.02 0.23 0.36 -0.209
C -0.865 0.825 -2.669 1.15 0.40 0.29 -0.012
C 0.078 0.241 -1.803 -1.04 -1.04 -0.49 -0.185
C -0.274 -0.087 -0.399 -0.47 2.32 -0.92 -0.475
C -1.268 0.902 0.102 -0.59 -1.00 -0.17 -0.150
C -2.229 1.455 -0.723 0.30 0.24 -0.46 -0.023
Br 0.948 -1.141 2.003 0.84 0.22 0.58 0.434
H -3.389 3.799 -1.517 -0.02 -0.49 -0.28 0.125
H -2.855 2.107 -4.039 0.03 -0.19 0.63 0.124
H -5.257 5.525 -1.785 0.09 0.16 0.26 0.102
H -4.686 2.554 -4.927 0.02 0.02 0.04 0.096
H -7.118 6.403 -3.159 0.13 -0.09 0.09 0.116
H -6.580 3.593 -6.080 -0.13 0.01 -0.16 0.108
H -0.743 0.840 -3.773 0.32 0.20 0.94 0.144
H -3.219 1.842 -0.371 1.44 0.12 -0.01 0.146
H 0.999 -0.127 -2.271 -0.44 -0.58 0.19 0.096
H -1.299 1.194 1.150 -0.24 -0.90 -0.03 0.048
P -0.562 -1.942 0.145 0.02 -1.30 0.36 0.788
C 4.034 1.039 0.426 0.08 -0.89 0.74 -0.415
C 5.123 2.082 0.273 -0.15 0.31 -0.21 -0.121
H 3.693 0.973 1.480 -0.31 0.18 -0.69 0.069
H 3.247 1.306 -0.330 0.24 -0.33 0.48 0.027
H 4.737 3.011 0.696 0.20 -0.01 -0.01 0.093
H 6.060 1.815 0.742 0.11 -0.01 0.15 0.081
H 5.276 2.239 -0.787 0.37 0.20 -0.21 0.081
C 4.019 -1.235 -1.657 0.38 0.24 0.05 -0.358
C 4.992 -2.247 -2.322 -0.04 -0.05 0.08 -0.122
H 3.951 -0.332 -2.291 -0.14 -0.34 0.31 0.095
H 3.016 -1.682 -1.520 0.40 0.32 -0.18 0.052
H 4.691 -2.386 -3.367 0.04 0.06 0.24 0.085
H 6.027 -1.873 -2.324 -0.37 -0.14 0.04 0.083
H 4.969 -3.244 -1.854 0.02 0.46 -0.02 0.078
C 4.248 -2.005 1.175 -0.10 -0.88 0.73 -0.407
C 5.172 -1.983 2.405 0.12 -0.11 -0.25 -0.121
H 4.395 -2.972 0.640 -0.15 0.73 0.04 0.108
H 3.182 -1.958 1.491 0.42 0.09 -0.27 -0.036
H 4.798 -2.628 3.191 -0.20 -0.12 0.02 0.084
H 6.164 -2.340 2.138 0.10 0.04 -0.02 0.082
H 5.281 -0.992 2.817 -0.01 0.39 0.19 0.063
C -0.772 -3.366 1.447 -0.04 0.34 0.47 -0.428
C -1.536 -4.601 0.990 -0.56 0.03 -0.21 -0.130
H -1.244 -2.948 2.351 0.22 -0.02 -0.33 0.065
H 0.238 -3.680 1.747 -0.21 0.50 -0.27 0.042
H -2.617 -4.485 1.151 0.26 -0.06 -0.23 0.076
H -1.359 -4.847 -0.064 -0.06 -0.07 0.19 0.070
H -1.223 -5.464 1.594 -0.01 0.25 -0.18 0.093
C 0.431 -2.886 -1.057 0.33 0.43 0.06 -0.333
C -0.138 -2.895 -2.468 0.20 -0.06 -0.59 -0.114
H 0.541 -3.905 -0.671 -0.02 0.26 -0.03 0.093
H 1.424 -2.419 -1.015 -0.18 -0.23 -0.13 0.045
H -1.080 -3.457 -2.539 0.36 0.17 0.03 0.084
H -0.303 -1.881 -2.854 -0.08 -0.42 0.10 0.053
H 0.591 -3.370 -3.137 -0.24 0.00 0.07 0.091
C -2.273 -1.960 -0.519 0.53 0.31 -0.70 -0.330
C -3.311 -1.549 0.510 -0.39 0.17 -0.04 -0.114
H -2.477 -2.948 -0.951 0.08 0.20 0.27 0.091
H -2.235 -1.257 -1.365 -0.29 -0.21 0.13 0.082
H -4.040 -0.886 0.042 -0.07 -0.10 0.12 0.083
H -3.846 -2.414 0.900 0.07 0.08 0.11 0.080
H -2.874 -0.997 1.343 -0.05 -0.03 0.13 0.065
C -1.076 0.928 5.132 -0.45 -0.59 0.97 -0.061
N -0.503 1.138 3.829 0.57 0.69 -0.72 -0.051
C 0.703 1.643 3.528 -0.12 -0.23 0.37 -0.860
S 0.964 2.552 2.082 0.08 0.13 -0.52 0.624
N 1.709 1.538 4.402 0.42 0.01 -0.74 -0.023
C 1.821 0.531 5.448 0.15 0.01 0.48 -0.065
H -0.671 1.604 5.898 -0.12 -0.12 -0.48 0.103
H -0.941 -0.107 5.470 0.03 0.21 0.02 0.092
H -2.158 1.088 5.066 0.28 0.13 -0.01 0.103
H -1.139 1.096 3.048 0.11 0.19 0.21 0.090
H 2.583 1.951 4.067 -0.67 -0.07 0.27 0.124
H 2.878 0.336 5.634 -0.09 0.16 -0.02 0.097
H 1.371 0.891 6.375 0.11 -0.23 -0.04 0.089
H 1.376 -0.414 5.144 -0.15 0.06 -0.09 0.071
```
Positions in Å, forces in eV/Å.

## Properties
Multiplicity   3
Total charge   +2
Gap between HOMO and LUMO (alpha / beta)   6.734 / 4.803 eV
DFT total energy   -137201.5264 eV
Expectation value of S²   2.067



[2]
# C28H48Cl32FNO5S

A cluster of 17 separate species, C28H48Cl32FNO5S in total in a non-equilibrium geometry (the ωB97M-V functional and the def2-TZVPD basis, OMol25).

Structure (XYZ):
```
116
Properties=species:S:1:pos:R:3:forces:R:3:lowdin_charge:R:1
C -3.684 1.870 0.789 0.71 -0.32 -0.75 -0.052
C -4.129 1.033 0.054 -0.24 -0.08 -0.02 -0.126
C -4.807 0.059 -0.799 0.26 -0.13 -0.52 -0.172
C -4.527 0.235 -2.325 -0.63 0.26 0.32 -0.155
C -4.029 1.620 -2.743 0.18 -0.70 -0.35 -0.084
C -2.486 1.779 -2.847 -0.94 -0.05 -2.06 -0.406
N -1.725 0.643 -3.236 -0.09 0.39 2.92 0.152
C -0.982 0.009 -2.395 0.12 -0.23 0.08 -0.303
C -1.475 -1.151 -1.544 0.96 -0.08 -0.50 -0.067
C 0.481 0.317 -2.211 -0.48 -0.33 -1.01 -0.084
O -2.379 2.672 -4.034 0.77 0.61 0.15 -0.168
S -0.892 3.275 -4.070 -1.42 0.54 -0.50 0.609
O 0.041 2.459 -4.754 0.29 -0.32 0.39 -0.216
O -1.039 4.619 -4.512 0.16 0.28 0.24 -0.229
O -0.683 3.262 -2.479 0.62 -0.84 -0.33 -0.189
C -1.846 2.704 -1.790 0.75 1.13 -0.15 -0.188
C -2.656 3.982 -1.461 0.77 -0.49 -0.44 -0.072
C -1.962 4.896 -0.491 -0.64 -0.01 1.00 -0.417
O -2.477 5.261 0.523 0.22 0.07 -0.03 0.125
F -0.728 5.344 -0.755 -0.11 -0.31 -0.46 0.130
H -3.249 2.576 1.450 0.31 0.06 -0.27 -0.010
H -4.512 -0.949 -0.503 -0.06 0.02 0.13 0.065
H -5.885 0.125 -0.639 0.06 0.10 0.20 0.122
H -5.483 0.096 -2.835 0.02 -0.07 0.07 0.111
H -3.895 -0.565 -2.706 0.28 0.22 0.03 0.091
H -4.393 1.780 -3.759 0.10 0.06 0.00 0.130
H -4.477 2.402 -2.134 0.01 -0.08 0.02 0.085
H -0.611 -1.710 -1.175 -0.12 -0.01 0.14 0.080
H -2.037 -1.831 -2.180 -0.32 0.17 0.13 0.044
H -2.038 -0.813 -0.672 -0.24 0.11 -0.20 0.072
H 0.792 1.056 -2.943 0.03 0.16 0.19 0.047
H 1.037 -0.602 -2.440 -0.07 0.22 0.59 0.031
H 0.676 0.659 -1.192 0.05 -0.24 0.06 0.090
H -1.460 2.220 -0.896 -0.13 -0.25 -0.11 0.153
H -3.629 3.761 -1.040 0.15 0.08 0.01 0.049
H -2.733 4.522 -2.409 -0.34 -0.01 0.10 0.128
C 4.397 0.062 -2.583 0.05 0.06 -0.10 -0.980
Cl 3.725 0.420 -0.988 0.02 0.02 -0.01 0.487
Cl 3.142 -0.439 -3.722 0.48 -0.08 -0.31 0.589
H 4.873 0.958 -2.966 -0.11 0.06 0.01 0.027
H 5.124 -0.735 -2.487 -0.10 -0.09 0.07 -0.024
C 5.272 -2.345 1.149 -0.08 0.13 0.14 -0.995
Cl 6.151 -1.817 -0.288 0.08 -0.11 0.12 0.511
Cl 4.467 -3.897 0.895 -0.04 0.01 0.01 0.504
H 5.976 -2.445 1.967 0.06 -0.06 -0.06 0.031
H 4.521 -1.600 1.389 -0.03 -0.01 -0.10 0.011
C -5.627 5.632 -0.183 -0.07 -0.10 -0.08 -1.031
Cl -6.482 4.418 0.773 -0.05 0.21 -0.21 0.531
Cl -5.560 5.185 -1.898 -0.28 0.18 -0.13 0.592
H -6.144 6.572 -0.094 -0.12 -0.02 -0.10 -0.099
H -4.614 5.723 0.195 -0.07 -0.14 -0.10 -0.016
C 1.610 -6.489 1.713 0.18 -0.09 -0.03 -1.043
Cl -0.050 -5.874 1.592 -0.07 -0.10 0.03 0.512
Cl 2.421 -6.499 0.147 -0.17 -0.09 0.16 0.485
H 2.166 -5.851 2.388 -0.05 0.09 -0.02 -0.057
H 1.577 -7.501 2.099 -0.09 -0.02 -0.09 0.017
C 3.007 -8.459 -3.480 0.03 0.10 -0.09 -1.023
Cl 3.927 -7.325 -2.487 0.15 0.00 -0.23 0.497
Cl 2.373 -9.804 -2.518 -0.04 -0.05 -0.05 0.511
H 2.174 -7.931 -3.931 -0.04 0.01 0.11 0.034
H 3.659 -8.861 -4.248 0.01 0.02 0.15 -0.047
C 2.961 5.418 -1.140 -0.06 -0.02 -0.17 -0.997
Cl 3.738 6.348 0.153 -0.03 0.04 0.00 0.525
Cl 3.761 3.864 -1.404 -0.10 0.07 0.02 0.504
H 1.929 5.236 -0.866 0.02 -0.04 0.07 0.008
H 3.008 5.995 -2.056 0.08 0.02 0.02 0.029
C -4.059 7.499 2.439 0.00 -0.09 0.00 -1.002
Cl -5.690 7.986 1.946 0.23 0.15 0.34 0.533
Cl -3.808 7.711 4.175 0.05 -0.02 0.02 0.518
H -3.915 6.452 2.194 -0.05 0.03 0.08 -0.002
H -3.339 8.108 1.905 -0.04 0.07 0.04 0.035
C 3.361 3.519 2.675 -0.02 0.03 -0.07 -1.013
Cl 3.700 3.578 4.411 -0.10 0.07 0.06 0.533
Cl 4.245 2.208 1.889 0.01 0.00 0.02 0.488
H 2.298 3.361 2.534 0.01 -0.09 0.06 0.028
H 3.661 4.458 2.228 0.09 -0.01 0.02 -0.025
C 7.433 3.202 4.352 -0.06 0.00 -0.03 -1.049
Cl 8.229 4.083 5.663 -0.04 0.05 -0.01 0.501
Cl 8.227 1.654 4.032 -0.04 -0.01 -0.06 0.493
H 6.404 3.015 4.631 0.06 -0.05 0.06 -0.036
H 7.472 3.806 3.452 0.10 -0.01 0.00 0.026
C 0.268 -3.880 4.941 -0.09 -0.09 -0.03 -1.015
Cl 0.973 -4.133 6.539 -0.07 0.13 0.14 0.501
Cl 1.512 -3.719 3.696 0.07 0.27 0.08 0.519
H -0.358 -4.731 4.697 0.10 -0.06 -0.02 0.015
H -0.324 -2.972 4.959 0.09 0.05 0.02 0.026
C 9.590 -4.321 -0.986 0.04 -0.04 -0.01 -1.021
Cl 8.045 -5.133 -1.262 0.02 -0.05 0.01 0.498
Cl 9.392 -2.572 -0.832 0.23 -0.02 -0.01 0.484
H 10.025 -4.703 -0.070 -0.08 0.04 0.04 0.024
H 10.245 -4.524 -1.825 -0.07 0.04 -0.05 0.023
C -5.853 2.306 4.414 0.05 0.24 0.05 -0.972
Cl -5.005 2.560 2.876 -0.74 -0.12 1.46 0.589
Cl -6.848 0.848 4.364 -0.01 0.00 0.04 0.511
H -5.118 2.202 5.204 0.02 -0.08 -0.04 0.026
H -6.492 3.160 4.610 -0.05 -0.03 -0.08 0.028
C -7.928 10.439 -0.560 -0.05 0.07 -0.01 -1.005
Cl -6.944 11.347 0.592 -0.03 0.04 -0.01 0.507
Cl -7.359 8.773 -0.741 -0.21 0.08 -0.25 0.519
H -8.951 10.418 -0.205 0.03 -0.06 0.07 0.027
H -7.875 10.928 -1.526 0.10 -0.03 0.00 0.026
C -3.266 -5.069 0.231 -0.01 -0.09 0.04 -1.033
Cl -3.310 -3.509 -0.604 -0.01 -0.19 0.13 0.588
Cl -4.758 -5.984 -0.009 0.02 -0.03 0.04 0.518
H -2.436 -5.646 -0.159 -0.03 0.02 -0.09 -0.001
H -3.133 -4.890 1.292 -0.08 0.06 -0.01 0.018
C 2.888 -7.706 6.656 0.00 -0.02 0.11 -1.015
Cl 4.537 -7.084 6.755 -0.01 -0.02 0.04 0.514
Cl 2.066 -7.147 5.195 -0.06 -0.14 -0.12 0.513
H 2.923 -8.788 6.642 0.04 0.01 -0.09 0.025
H 2.332 -7.358 7.519 0.00 0.10 -0.05 0.024
C 2.606 -11.153 -6.076 -0.08 -0.04 0.03 -1.015
Cl 4.275 -10.562 -6.034 0.05 -0.11 -0.03 0.533
Cl 1.743 -10.570 -7.503 -0.03 -0.02 0.02 0.512
H 2.624 -12.236 -6.096 0.06 0.01 -0.08 0.028
H 2.091 -10.804 -5.189 0.03 0.06 -0.01 -0.016
```
Positions in Å, forces in eV/Å.

## Properties
Multiplicity   1
Total charge   0
Gap between HOMO and LUMO   8.208 eV
DFT total energy   -455807.9308 eV